No. 1
Formula: C40H50FN2O24PS
Source: OMol25
Level of theory: ωB97M-V/def2-TZVPD

Last column: Mulliken charge in e.
Atoms and positions in Å:
C 2.0692 -1.3079 0.5858  -1.182
C 3.5054 -0.6516 0.6844  0.384
O 3.6401 0.4250 -0.2732  -0.450
C 3.8034 -0.1066 -1.6118  -0.681
C 2.5322 0.3186 -2.4687  -0.213
O 1.6586 -0.8230 -2.5124  -0.041
C 0.5976 -0.5481 -3.4565  -0.736
C -0.7236 -1.2455 -2.9080  -0.519
O -1.6153 -0.2271 -2.4344  -0.306
C -1.6758 -0.2497 -0.9977  0.915
C -2.6561 0.9220 -0.5096  1.199
O -3.8660 0.3198 -0.0672  -0.408
C -4.7024 -0.0975 -1.1591  -0.253
C -5.5620 -1.3480 -0.6386  0.127
C -4.5638 -2.5985 -0.6723  -1.222
O -6.1087 -1.1407 0.6607  -0.559
O -2.9601 1.7360 -1.6686  -0.560
S -3.2175 3.3188 -1.2819  1.228
O -3.5511 4.0573 -2.5417  -0.735
O -4.3280 3.5514 -0.3221  -0.650
C -1.5865 3.9432 -0.6469  -0.394
F -0.7393 4.3323 -1.6666  -0.314
C -0.9455 2.8123 0.3091  0.740
N 0.1931 2.2454 -0.4986  0.072
P -0.1741 3.7514 1.7629  -0.157
C 1.3061 4.6503 0.9725  -0.924
C 0.6210 2.5960 3.0140  -0.537
C -2.0273 1.7239 0.7206  -1.073
N -1.5019 0.7025 1.6649  -0.248
H 1.2821 -0.5360 0.3305  0.279
H 2.0270 -2.1213 -0.1961  0.257
H 1.8044 -1.7631 1.5859  0.381
H 3.6662 -0.2274 1.7116  -0.578
H 4.3406 -1.4038 0.5388  0.383
H 4.7321 0.3756 -2.0384  0.379
H 3.9070 -1.2318 -1.6133  0.285
H 2.8134 0.6203 -3.5236  0.454
H 2.0654 1.1932 -1.9392  0.023
H 0.4838 0.5737 -3.5131  0.433
H 0.8236 -0.9101 -4.5002  0.350
H -0.4841 -2.0165 -2.1292  0.365
H -1.2508 -1.7715 -3.7604  0.361
H -2.0906 -1.2420 -0.6566  0.142
H -0.6392 -0.1440 -0.5879  -0.886
H -5.4340 0.7204 -1.3938  0.218
H -4.1485 -0.4661 -2.0604  0.258
H -6.3297 -1.5533 -1.4364  0.346
H -3.8000 -2.5451 0.1601  0.289
H -5.1599 -3.5376 -0.5073  0.426
H -4.0518 -2.6293 -1.6745  0.274
H -5.6080 -1.7487 1.2276  0.355
H -1.8496 4.8445 -0.0183  0.591
H 0.6154 1.4494 -0.0188  -0.441
H -0.1667 1.9418 -1.4132  0.229
H 1.9076 5.2197 1.7244  0.415
H 1.9851 3.8366 0.5682  0.140
H 0.9994 5.2629 0.0816  0.303
H -0.2193 2.1895 3.6507  0.353
H 1.2514 1.7737 2.5836  -0.117
H 1.2187 3.2540 3.7141  0.454
H -2.8291 2.2704 1.3049  0.530
H -0.5415 0.4452 1.4460  -0.115
H -2.1232 -0.1011 1.7202  0.409
O -1.6946 -7.7645 -6.3497  -0.601
C -1.3631 -6.8931 -5.5692  0.912
C -0.0759 -6.2005 -5.6600  -0.819
C 0.2517 -5.2612 -4.7699  0.291
O 1.4330 -4.6072 -4.8359  -0.599
C -0.6685 -4.8867 -3.6582  0.930
O -0.3219 -4.0369 -2.8576  -0.521
C -1.9648 -5.5609 -3.5803  -1.159
C -2.2947 -6.4981 -4.4723  0.466
O -3.4854 -7.1314 -4.4215  -0.569
H 0.5834 -6.4827 -6.4693  0.431
H 1.4290 -3.9850 -4.0847  0.323
H -2.6301 -5.2673 -2.7796  0.510
H -3.4779 -7.7577 -5.1688  0.345
O -7.0129 8.1984 -5.7390  -0.626
C -7.1349 7.4942 -4.7530  0.888
C -8.4424 7.1329 -4.2005  -0.960
C -8.5283 6.3718 -3.1076  0.423
O -9.7237 6.0239 -2.5816  -0.577
C -7.3097 5.8669 -2.4108  0.914
O -7.4344 5.1914 -1.4071  -0.620
C -6.0029 6.2084 -2.9769  -0.788
C -5.9174 6.9669 -4.0720  0.343
O -4.7221 7.2934 -4.6143  -0.553
H -9.3182 7.5066 -4.7130  0.408
H -9.5127 5.4781 -1.8017  0.356
H -5.1268 5.8215 -2.4735  0.433
H -4.9322 7.8440 -5.3898  0.346
O 6.0742 0.1226 7.8878  -0.635
C 5.2629 0.0374 6.9868  1.182
C 4.1378 -0.8998 7.0244  -0.963
C 3.2808 -0.9706 6.0031  0.339
O 2.2350 -1.8260 6.0176  -0.615
C 3.4351 -0.1100 4.7951  0.756
O 2.6425 -0.2187 3.8774  -0.503
C 4.5451 0.8435 4.7669  -0.558
C 5.4009 0.9175 5.7895  -0.085
O 6.4299 1.7915 5.7813  -0.582
H 4.0380 -1.5200 7.9046  0.476
H 1.7734 -1.6851 5.1710  0.327
H 4.6360 1.4738 3.8921  0.539
H 6.8984 1.6482 6.6246  0.344
O 8.0969 -5.6372 5.7791  -0.604
C 7.6084 -4.7277 5.1371  0.861
C 7.9106 -3.3202 5.4071  -0.741
C 7.3372 -2.3546 4.6860  0.185
O 7.6027 -1.0491 4.9161  -0.623
C 6.3735 -2.6664 3.5911  1.087
O 5.8578 -1.7540 2.9702  -0.514
C 6.0892 -4.0733 3.3052  -1.064
C 6.6653 -5.0400 4.0237  0.397
O 6.4197 -6.3441 3.7762  -0.576
H 8.6087 -3.1066 6.2049  0.454
H 7.0657 -0.5575 4.2664  0.325
H 5.4022 -4.2867 2.4976  0.470
H 6.9515 -6.8363 4.4284  0.346

Computed properties:
HOMO   -8.354 eV
E   -117245.0942 eV
Lowest unoccupied orbital energy   -1.92 eV
Kohn-Sham gap   6.43 eV
Spin multiplicity   1

=====

No. 2
Formula: C40H50N3O4PPtS
Source: OMol25
Level of theory: ωB97M-V/def2-TZVPD

Last column: Mulliken charge in e.
Atoms and positions in Å:
Pt -0.7359 -0.4525 -1.9215  4.111
C -0.9783 -3.5676 -1.9511  -0.853
O -1.6648 -2.3101 -1.7228  -0.847
C -2.6660 -2.2543 -0.7379  0.318
C -3.3724 -3.3692 -0.3379  -0.175
C -4.3854 -3.2242 0.5981  -0.821
C -4.6880 -1.9697 1.1158  -0.948
C -3.9778 -0.8583 0.6983  -0.594
C -2.9520 -1.0049 -0.2217  0.574
N -2.1144 0.0789 -0.6337  0.816
N -2.4641 1.2573 -0.4006  -0.984
C -1.8001 2.3531 -0.7771  0.225
C -0.6753 2.3593 -1.6520  0.604
O 0.0489 1.3000 -1.9548  -0.844
C -0.2446 3.5825 -2.2020  -0.973
C -0.7765 4.7642 -1.7801  -0.802
C -1.7921 4.8244 -0.7867  0.711
C -2.2691 6.0593 -0.3024  -1.033
C -3.2373 6.0961 0.6638  -0.650
C -3.7661 4.8968 1.1641  -0.914
C -3.3170 3.6815 0.6997  -0.234
C -2.3212 3.6233 -0.2822  0.706
H -0.6490 -3.9842 -1.0006  0.282
H -0.1249 -3.3325 -2.5797  0.245
H -1.6419 -4.2527 -2.4719  0.405
H -3.1558 -4.3416 -0.7572  0.492
H -4.9423 -4.0945 0.9158  0.464
H -5.4741 -1.8604 1.8495  0.464
H -4.2015 0.1273 1.0815  0.481
H 0.5617 3.5455 -2.9227  0.625
H -0.4085 5.6935 -2.1992  0.467
H -1.8507 6.9768 -0.6971  0.459
H -3.5886 7.0445 1.0461  0.421
H -4.5354 4.9285 1.9241  0.457
H -3.7193 2.7609 1.0982  0.434
O 0.4568 -1.1932 -3.4434  -0.776
N 0.4887 -0.4160 -4.5405  0.199
C 1.5771 -0.4470 -5.3299  -0.215
C 1.6176 0.3157 -6.4686  -0.992
C 0.5205 1.1144 -6.7920  -0.262
C -0.5883 1.1098 -5.9679  -0.788
C -0.5853 0.3192 -4.8278  0.794
S -1.9495 0.1982 -3.7516  -0.436
H 2.3693 -1.1007 -5.0003  0.659
H 2.4950 0.2794 -7.0968  0.457
H 0.5361 1.7335 -7.6782  0.456
H -1.4629 1.7067 -6.1868  0.498
O 0.3561 -0.8246 -0.0180  -0.211
P 1.3958 -0.6312 1.1079  -0.739
C 1.3961 1.0992 1.6820  0.601
C 2.3923 1.3946 2.8286  -1.525
C 1.7804 1.3556 4.2302  -0.595
C 0.5491 2.2491 4.3168  -1.027
C -0.5061 1.7451 3.3409  -0.822
C 0.0161 1.7559 1.9037  0.212
C 0.9755 -1.7685 2.4628  0.118
C 1.4108 -3.2224 2.1889  -0.667
C 0.6759 -4.1715 3.1360  -1.132
C -0.8294 -4.1989 2.8178  -1.210
C -1.2738 -2.9042 2.1302  0.622
C -0.5562 -1.6973 2.7246  -0.492
C 3.1651 -0.9874 0.6947  0.386
C 3.3661 -2.1623 -0.2866  -1.701
C 3.0686 -1.8079 -1.7355  0.364
C 3.8489 -0.5752 -2.1861  -1.270
C 3.5663 0.5991 -1.2559  0.513
C 3.9555 0.2278 0.1690  -1.777
H 1.7892 1.5598 0.7665  0.418
H 2.7923 2.3997 2.6686  0.527
H 3.2393 0.7069 2.7912  0.402
H 2.5386 1.6787 4.9442  0.478
H 1.4947 0.3348 4.5017  0.117
H 0.8217 3.2827 4.0800  0.345
H 0.1511 2.2382 5.3320  0.510
H -1.4000 2.3717 3.3863  0.570
H -0.8003 0.7401 3.6452  0.111
H 0.1092 2.8043 1.6009  0.952
H -0.7093 1.2957 1.2352  -1.327
H 1.5294 -1.3902 3.3263  0.777
H 2.4879 -3.3305 2.3166  0.534
H 1.1598 -3.5055 1.1638  -0.050
H 0.8427 -3.8401 4.1639  0.383
H 1.1008 -5.1707 3.0482  0.521
H -1.3951 -4.3249 3.7423  0.420
H -1.0668 -5.0553 2.1829  0.366
H -2.3529 -2.7766 2.2272  0.667
H -1.0500 -2.9422 1.0612  -0.880
H -0.7400 -1.6708 3.8014  0.692
H -0.9790 -0.7883 2.2971  -0.506
H 3.5828 -1.2822 1.6633  1.079
H 2.7697 -3.0234 0.0040  0.325
H 4.4132 -2.4709 -0.2109  0.529
H 2.0078 -1.6138 -1.8441  -0.517
H 3.3122 -2.6640 -2.3696  0.517
H 3.5809 -0.3043 -3.2079  0.391
H 4.9199 -0.7979 -2.1727  0.471
H 2.5010 0.8464 -1.3048  -0.703
H 4.1246 1.4807 -1.5757  0.545
H 3.8618 1.0868 0.8294  0.405
H 5.0146 -0.0471 0.1761  0.595

Computed properties:
HOMO   -13.223 eV
E   -78308.9345 eV
Lowest unoccupied orbital energy   -6.79 eV
Kohn-Sham gap   6.43 eV
Spin multiplicity   1
Total charge   +2

=====

Question: What is the formula in the first record?
Answer: C40H50FN2O24PS